[1]
Computed, not measured: a molecular structure, C51H55BrClFeN5O5, with the ωB97M-V functional and the def2-TZVPD basis.

Atoms and positions in Å:
Fe: -0.002 -0.786 0.083
C: -5.504 2.473 -2.343
C: -5.226 2.899 -0.899
C: -4.101 2.125 -0.293
C: -4.152 1.183 0.662
C: -5.392 0.719 1.363
C: -6.167 -0.320 0.549
C: -2.784 0.673 0.898
C: -2.491 -0.099 1.991
C: -1.254 -0.580 2.571
C: -0.992 -0.899 3.957
C: -2.040 -0.995 5.021
C: -2.821 -2.310 4.944
C: 0.369 -1.067 4.079
C: 0.952 -0.836 2.783
C: 2.274 -0.580 2.431
C: 2.628 0.003 1.192
N: 1.595 0.148 0.327
C: 1.779 1.136 -0.522
C: 0.412 1.299 -1.225
C: -0.519 1.138 0.033
N: -0.188 2.392 -2.000
C: -0.689 3.277 -1.227
C: -2.175 3.391 -1.316
C: -2.708 2.301 -0.706
N: -1.985 1.238 -0.105
C: -0.235 3.493 0.172
C: -0.157 2.363 0.896
C: -0.004 2.420 2.400
C: 1.408 2.791 2.849
C: -0.110 4.909 0.656
C: 1.200 5.552 0.194
C: 3.093 1.645 -0.321
C: 3.635 0.921 0.751
C: 4.970 1.153 1.396
C: 4.980 2.322 2.385
C: 3.757 2.722 -1.124
C: 4.257 2.217 -2.479
N: -0.109 -0.607 1.922
C: 1.146 -1.277 5.341
C: 1.622 0.044 5.953
H: -6.336 3.040 -2.766
H: -5.750 1.412 -2.387
H: -4.625 2.633 -2.968
H: -6.125 2.766 -0.294
H: -4.989 3.968 -0.875
H: -6.027 1.587 1.563
H: -5.142 0.303 2.339
H: -6.524 0.118 -0.386
H: -7.034 -0.679 1.107
H: -5.522 -1.162 0.300
H: -3.360 -0.331 2.590
H: -2.735 -0.155 4.923
H: -1.580 -0.894 6.008
H: -3.275 -2.431 3.959
H: -3.613 -2.349 5.695
H: -2.154 -3.160 5.100
H: 3.027 -0.701 3.203
H: 0.318 0.438 -1.905
H: -2.786 4.233 -1.607
H: -0.286 1.476 2.850
H: -0.708 3.163 2.790
H: 2.140 2.114 2.412
H: 1.492 2.738 3.938
H: 1.673 3.803 2.538
H: -0.182 4.950 1.744
H: -0.950 5.493 0.265
H: 2.057 5.000 0.583
H: 1.274 6.589 0.529
H: 1.270 5.541 -0.896
H: 5.720 1.329 0.620
H: 5.282 0.242 1.914
H: 4.673 3.249 1.895
H: 5.975 2.472 2.810
H: 4.283 2.142 3.204
H: 4.592 3.146 -0.559
H: 3.048 3.539 -1.286
H: 4.971 1.402 -2.345
H: 4.743 3.013 -3.048
H: 3.426 1.831 -3.072
H: 2.005 -1.924 5.141
H: 0.525 -1.810 6.066
H: 2.253 0.591 5.251
H: 2.190 -0.124 6.870
H: 0.768 0.683 6.189
C: -0.397 -5.828 -3.897
C: -0.710 -4.406 -4.274
C: -0.651 -3.996 -5.602
C: -0.959 -2.693 -5.945
Cl: -0.874 -2.212 -7.625
C: -1.323 -1.763 -4.987
C: -1.369 -2.154 -3.660
C: -1.071 -3.466 -3.306
O: -1.043 -3.861 -1.997
C: -2.246 -3.756 -1.247
C: -2.595 -2.402 -0.613
O: -3.752 -2.332 -0.198
O: -1.734 -1.468 -0.572
H: 0.366 -6.241 -4.557
H: -1.289 -6.455 -3.982
H: -0.046 -5.890 -2.869
H: -0.358 -4.699 -6.372
H: -1.546 -0.743 -5.271
H: -1.617 -1.450 -2.876
H: -2.142 -4.462 -0.423
H: -3.098 -4.061 -1.859
Br: 3.549 -5.542 -4.529
C: 2.895 -5.384 -2.756
C: 2.987 -6.468 -1.898
N: 2.522 -6.435 -0.653
C: 1.943 -5.307 -0.240
C: 1.817 -4.176 -1.033
C: 2.310 -4.209 -2.328
C: 1.114 -2.949 -0.526
O: 0.541 -2.961 0.580
O: 1.130 -1.925 -1.268
H: 3.446 -7.392 -2.231
H: 1.550 -5.289 0.769
H: 2.210 -3.340 -2.964

Spin multiplicity   2
Net charge   -1
E_HOMO (spin up / spin down)   -4.25 / -4.23 eV
E_LUMO (spin up / spin down)   1.61 / 1.61 eV
HOMO-LUMO gap (spin up / spin down)   5.86 / 5.84 eV



[2]
Computed, not measured: a molecular structure, C51H55CrIN4O2P2SSi2 at a distorted geometry, with the ωB97M-V functional and the def2-TZVPD basis.

Atoms and positions in Å:
Cr: -0.429 0.460 -1.394
C: 1.951 0.524 -5.329
C: 2.437 1.456 -4.243
N: 3.546 2.159 -4.498
C: 3.902 3.054 -3.543
C: 3.246 3.354 -2.347
C: 3.609 4.656 -1.609
O: 4.153 4.451 -0.275
C: 2.119 2.541 -2.051
C: 1.307 2.866 -0.923
N: -0.024 2.538 -0.939
C: -0.945 3.567 -1.334
C: -1.423 3.837 -2.612
C: -2.256 4.905 -2.824
C: -2.907 5.536 -1.756
C: -2.513 5.272 -0.503
C: -1.514 4.318 -0.266
I: -0.852 4.352 1.750
C: 1.748 1.537 -2.986
O: 0.841 0.611 -2.814
H: 1.759 -0.554 -4.908
H: 2.702 0.436 -6.075
H: 1.065 0.885 -5.806
H: 4.859 3.580 -3.728
H: 2.753 5.323 -1.390
H: 4.247 5.283 -2.238
H: 4.727 3.699 -0.296
H: 1.786 3.374 -0.059
H: -1.084 3.161 -3.419
H: -2.570 5.176 -3.842
H: -3.696 6.251 -1.960
H: -3.078 5.657 0.329
C: 4.732 1.200 2.518
Si: 2.959 1.764 2.881
C: 2.505 1.591 4.684
C: 2.852 3.619 2.638
N: 1.821 1.070 1.859
P: 0.869 -0.247 1.845
C: 0.119 -0.591 0.292
P: -0.541 -2.074 -0.379
N: -0.986 -1.613 -1.898
Si: -1.625 -2.471 -3.236
C: -0.806 -4.238 -3.581
C: -3.498 -2.839 -2.986
C: -1.267 -1.552 -4.826
C: 0.675 -3.462 -0.469
C: 1.537 -3.499 -1.539
C: 2.399 -4.574 -1.819
C: 2.428 -5.571 -0.892
C: 1.705 -5.477 0.271
C: 0.839 -4.435 0.533
C: -1.877 -2.733 0.590
C: -2.814 -1.856 1.196
C: -3.994 -2.355 1.755
C: -4.269 -3.752 1.732
C: -3.393 -4.575 0.997
C: -2.207 -4.094 0.441
C: -0.163 -0.016 3.284
C: -0.916 -1.115 3.779
C: -1.791 -0.917 4.814
C: -1.963 0.326 5.434
C: -1.144 1.371 5.039
C: -0.395 1.253 3.851
C: 2.075 -1.529 2.348
C: 2.196 -2.198 3.575
C: 3.228 -3.072 3.817
C: 4.282 -3.145 2.940
C: 4.282 -2.376 1.786
C: 3.200 -1.565 1.469
H: 5.446 1.919 2.901
H: 4.970 1.031 1.503
H: 4.987 0.249 3.088
H: 2.183 0.593 4.952
H: 1.708 2.314 4.847
H: 3.233 1.782 5.485
H: 3.457 4.042 3.440
H: 1.805 3.961 2.778
H: 3.247 3.834 1.663
H: -0.513 -4.787 -2.635
H: 0.096 -4.074 -4.113
H: -1.532 -4.848 -4.076
H: -4.030 -1.864 -2.814
H: -3.624 -3.490 -2.148
H: -3.846 -3.334 -3.952
H: -0.255 -1.163 -4.785
H: -1.927 -0.777 -5.055
H: -1.339 -2.283 -5.646
H: 1.494 -2.707 -2.246
H: 3.148 -4.471 -2.607
H: 3.024 -6.482 -1.123
H: 1.915 -6.111 1.094
H: 0.178 -4.587 1.400
H: -2.513 -0.758 1.232
H: -4.783 -1.765 2.213
H: -5.116 -4.128 2.264
H: -3.720 -5.577 0.783
H: -1.575 -4.762 -0.137
H: -0.683 -2.122 3.448
H: -2.450 -1.718 5.196
H: -2.716 0.428 6.246
H: -1.108 2.348 5.530
H: 0.073 2.144 3.476
H: 1.340 -2.116 4.278
H: 3.263 -3.622 4.771
H: 5.176 -3.688 3.228
H: 5.080 -2.501 1.011
H: 3.318 -0.832 0.681
S: -2.607 1.079 -2.564
C: -3.740 1.554 -1.325
C: -3.661 1.536 0.094
C: -4.783 1.681 0.901
C: -5.990 2.009 0.215
C: -6.007 2.172 -1.149
C: -4.918 1.964 -1.926
H: -2.644 1.438 0.578
H: -4.745 1.420 1.931
H: -6.910 2.096 0.802
H: -6.968 2.435 -1.552
H: -4.961 2.017 -3.034

Spin multiplicity   5
Net charge   -2
E_HOMO (spin up / spin down)   -0.88 / -2.03 eV
E_LUMO (spin up / spin down)   3.99 / 3.99 eV
HOMO-LUMO gap (spin up / spin down)   4.87 / 6.02 eV



Ordered energy above the lowest of the compared OMol25 structures with the same formula, charge and spin results: 0.00; 0.00; unit kJ/mol.